# 1
{
  "formula": "C28H30NOPmS",
  "method": "ωB97M-V with the def2-TZVPD basis set",
  "s2": 6.010,
  "multiplicity": 5,
  "homo_energy_ev": [-7.3, -7.3],
  "species": ["C", "C", "C", "H", "C", "C", "H", "C", "C", "C", "H", "C", "C", "H", "H", "H", "H", "H", "H", "Pm", "C", "C", "C", "H", "H", "H", "H", "H", "H", "C", "C", "H", "H", "O", "N", "C", "H", "C", "C", "H", "C", "H", "C", "H", "C", "H", "C", "H", "H", "H", "S", "C", "C", "C", "C", "C", "C", "H", "H", "H", "H", "H"],
  "xyz": [[-0.31890, 1.44800, 2.60258], [-1.38476, 0.70308, 2.02735], [-0.95017, -0.63473, 1.85151], [-2.38410, 1.07536, 1.79727], [0.39175, -0.72949, 2.33191], [0.77902, 0.55699, 2.79942], [0.99025, -1.64020, 2.37797], [-0.13290, 3.04055, -1.24434], [-1.28530, 2.68784, -0.48930], [-1.79613, 1.46754, -1.00516], [-1.70738, 3.26012, 0.33778], [-0.96627, 1.06295, -2.09126], [0.07146, 2.04304, -2.23445], [-1.56314, -1.47081, 1.51159], [1.74120, 0.80480, 3.24693], [-0.34852, 2.50182, 2.88260], [0.87104, 2.01486, -2.97722], [-2.68500, 0.93319, -0.66573], [0.47876, 3.93055, -1.10590], [0.55828, 0.81027, 0.11461], [-0.88709, -0.34975, -2.63399], [-0.27932, -0.35262, -4.04515], [-2.25707, -1.02598, -2.64922], [-0.81679, 0.37193, -4.67286], [-0.38859, -1.34257, -4.50637], [0.78670, -0.09507, -4.04170], [-2.95820, -0.40380, -3.22445], [-2.67259, -1.17518, -1.64337], [-2.19048, -2.00723, -3.13972], [0.04857, -1.05932, -1.59029], [0.88671, -2.27989, -1.97596], [-0.51743, -1.28777, -0.65280], [0.95845, -0.37506, -1.48581], [1.94025, -1.99240, -2.53558], [0.49824, -3.50741, -1.44929], [0.77532, -3.67474, -0.00012], [0.89799, -4.27415, -1.98444], [-0.45223, -4.01313, 0.79844], [-0.31837, -4.23606, 2.17569], [0.68555, -4.22634, 2.61261], [-1.44962, -4.44618, 2.96499], [-1.33358, -4.58531, 4.04205], [-2.71875, -4.47874, 2.37010], [-3.60158, -4.64435, 2.99004], [-2.84880, -4.30729, 0.98655], [-3.83046, -4.35417, 0.51109], [-1.71161, -4.07755, 0.19573], [-1.78551, -3.95061, -0.88797], [1.22475, -2.75030, 0.41374], [1.53630, -4.46204, 0.13263], [3.18424, 1.64670, 0.34672], [2.92834, 3.30533, 0.68267], [2.40025, 3.74473, 1.92163], [2.11952, 5.09237, 2.12452], [2.42233, 6.03497, 1.13384], [3.01013, 5.61892, -0.06946], [3.27323, 4.27332, -0.29313], [2.20762, 3.00585, 2.70021], [1.66550, 5.40944, 3.06593], [2.21251, 7.09228, 1.30176], [3.26695, 6.34894, -0.83807], [3.72945, 3.92449, -1.21930]],
  "nbo_charge": [-0.352, -0.306, -0.325, 0.233, -0.376, -0.306, 0.230, -0.310, -0.331, -0.301, 0.241, -0.115, -0.356, 0.232, 0.249, 0.245, 0.248, 0.229, 0.256, 1.331, -0.032, -0.615, -0.611, 0.227, 0.211, 0.231, 0.229, 0.211, 0.213, -0.502, 0.716, 0.272, 0.198, -0.550, -0.684, -0.246, 0.399, 0.037, -0.248, 0.214, -0.184, 0.221, -0.221, 0.220, -0.204, 0.218, -0.261, 0.233, 0.206, 0.224, -0.296, -0.166, -0.256, -0.197, -0.248, -0.207, -0.240, 0.214, 0.209, 0.212, 0.212, 0.222]
}

=====

# 2
{
  "formula": "C28H30NOSeTi",
  "method": "ωB97M-V with the def2-TZVPD basis set",
  "s2": 0.757,
  "multiplicity": 2,
  "homo_energy_ev": [-6.9, -7.0],
  "species": ["C", "C", "C", "H", "C", "C", "H", "C", "C", "C", "H", "C", "C", "H", "H", "H", "H", "H", "H", "Ti", "C", "C", "C", "H", "H", "H", "H", "H", "H", "C", "C", "H", "H", "O", "N", "C", "H", "C", "C", "H", "C", "H", "C", "H", "C", "H", "C", "H", "H", "H", "Se", "C", "C", "C", "C", "C", "C", "H", "H", "H", "H", "H"],
  "xyz": [[-2.14846, -0.97866, 1.37391], [-2.41280, -0.41774, 0.07859], [-1.49918, -0.99267, -0.84809], [-3.23896, 0.23725, -0.19041], [-0.66750, -1.92391, -0.13632], [-1.08862, -1.93955, 1.22886], [0.04038, -2.61204, -0.59188], [-0.56810, 2.06397, 2.38776], [-1.74858, 1.99430, 1.60020], [-1.38572, 2.18815, 0.22458], [-2.76090, 1.88114, 1.98325], [0.04058, 2.31900, 0.15718], [0.55216, 2.24037, 1.51712], [-1.49604, -0.84135, -1.92449], [-0.73014, -2.63207, 1.98415], [-2.71403, -0.78573, 2.28200], [1.60095, 2.34898, 1.79911], [-2.04913, 2.29328, -0.62879], [-0.52358, 2.04266, 3.47521], [-0.27397, 0.20247, 0.84172], [0.89850, 2.17887, -1.08123], [2.11711, 3.09626, -0.93448], [0.16597, 2.59091, -2.35918], [1.75991, 4.11203, -0.69957], [2.67394, 3.14366, -1.87792], [2.79842, 2.76187, -0.14457], [-0.22905, 3.61048, -2.24268], [-0.66217, 1.92229, -2.62219], [0.87712, 2.59265, -3.19474], [1.22239, 0.64258, -1.13060], [2.56505, 0.23187, -1.71814], [0.44774, 0.12211, -1.71046], [1.36546, 0.21057, -0.06976], [3.58107, 0.63252, -1.16728], [2.51711, -0.63619, -2.80902], [1.90055, -1.96840, -2.60827], [3.42632, -0.69011, -3.26418], [0.61468, -2.13667, -3.37960], [-0.08606, -3.34330, -3.27745], [0.34936, -4.16211, -2.70177], [-1.33314, -3.48169, -3.88749], [-1.88548, -4.41752, -3.77790], [-1.86501, -2.42683, -4.63968], [-2.84441, -2.53212, -5.11161], [-1.12523, -1.24972, -4.80853], [-1.49926, -0.44022, -5.43412], [0.11971, -1.10719, -4.18376], [0.72866, -0.21204, -4.32126], [1.71718, -2.12148, -1.52810], [2.61967, -2.74069, -2.92619], [1.49603, -0.76057, 2.42917], [0.63191, -0.40005, 4.11325], [1.25435, 0.45763, 5.04222], [0.58809, 0.81521, 6.21360], [-0.68729, 0.31026, 6.49000], [-1.28405, -0.58501, 5.59223], [-0.61438, -0.96948, 4.43372], [2.24315, 0.84936, 4.81017], [1.06409, 1.49628, 6.92168], [-1.21393, 0.59940, 7.40173], [-2.27500, -0.99191, 5.78986], [-1.06743, -1.69138, 3.76042]],
  "nbo_charge": [-0.364, -0.277, -0.265, 0.239, -0.350, -0.246, 0.238, -0.269, -0.270, -0.303, 0.239, -0.127, -0.293, 0.236, 0.258, 0.254, 0.258, 0.242, 0.258, 0.776, -0.040, -0.602, -0.605, 0.216, 0.211, 0.238, 0.224, 0.208, 0.215, -0.506, 0.709, 0.270, 0.216, -0.562, -0.663, -0.236, 0.400, -0.067, -0.211, 0.215, -0.198, 0.220, -0.220, 0.220, -0.227, 0.217, -0.180, 0.225, 0.214, 0.226, -0.132, -0.167, -0.195, -0.228, -0.240, -0.201, -0.258, 0.217, 0.213, 0.213, 0.209, 0.209]
}

=====

# 3
{
  "formula": "C28H31BFeO5S",
  "method": "ωB97M-V with the def2-TZVPD basis set",
  "s2": 6.074,
  "e_above_lowest_kcal_mol": 0.0,
  "multiplicity": 5,
  "homo_energy_ev": [-13.1, -14.3],
  "charge": 2,
  "species": ["C", "C", "C", "C", "C", "B", "C", "C", "C", "C", "C", "S", "O", "C", "C", "C", "C", "C", "C", "O", "C", "C", "H", "H", "H", "H", "H", "H", "H", "H", "H", "H", "H", "H", "H", "H", "H", "H", "H", "H", "H", "H", "H", "H", "H", "H", "O", "C", "Fe", "C", "O", "C", "O", "C", "C", "C", "C", "C", "C", "C", "H", "H", "H", "H", "H", "H", "H"],
  "xyz": [[-4.24565, 4.81806, -0.89473], [-3.01486, 3.95055, -0.86569], [-2.54719, 3.45266, 0.35798], [-1.40861, 2.64172, 0.42604], [-0.73120, 2.30744, -0.74105], [0.65278, 1.41234, -0.70035], [1.71868, 2.36732, 0.23999], [2.24926, 2.47256, 1.52142], [3.30709, 3.47222, 1.57615], [3.57989, 4.06910, 0.37045], [4.62365, 5.05864, 0.00945], [2.45710, 3.52838, -0.83430], [0.68943, 0.20396, 0.03082], [1.19866, -0.77004, -0.85490], [2.15896, -1.67993, -0.12607], [-0.00516, -1.53510, -1.43216], [1.94528, 0.08927, -2.00370], [3.37723, 0.45315, -1.60957], [1.98313, -0.58265, -3.37163], [1.17996, 1.27502, -2.03759], [-1.18009, 2.80060, -1.96432], [-2.29774, 3.63028, -2.02373], [-4.48346, 5.15445, -1.90892], [-5.12520, 4.26940, -0.53893], [-4.13751, 5.69393, -0.24109], [-3.08936, 3.71180, 1.26395], [-1.03030, 2.29463, 1.39469], [1.90570, 1.91664, 2.38370], [3.84023, 3.74179, 2.49276], [5.08024, 5.46167, 0.91883], [5.41953, 4.59319, -0.59167], [4.17509, 5.86653, -0.58681], [2.26755, -2.62349, -0.66488], [3.13230, -1.20740, -0.03563], [1.80264, -1.90960, 0.87353], [-0.30499, -2.34323, -0.75896], [-0.89188, -0.88910, -1.57291], [0.28104, -1.99404, -2.38249], [4.04123, -0.41916, -1.67771], [3.75680, 1.21292, -2.30321], [3.44293, 0.86086, -0.58994], [2.39995, -1.59293, -3.28862], [1.00880, -0.63681, -3.86686], [2.66460, -0.02774, -4.02411], [-0.64095, 2.55524, -2.88954], [-2.61991, 4.03380, -2.98607], [-3.96038, -7.77556, 2.35304], [-3.36006, -6.81184, 2.08443], [-2.36165, -5.61835, 1.35851], [-1.08559, -6.80578, 1.15496], [-0.38940, -7.73196, 1.08224], [-3.00824, -6.03857, -0.20476], [-3.59167, -6.63843, -1.01432], [-0.64599, -0.94449, 1.87251], [-1.93883, -1.12897, 1.31898], [-2.90102, -2.15333, 1.47984], [-2.88091, -3.37324, 2.21694], [-1.68705, -3.98605, 2.73224], [-0.36590, -3.40527, 2.57531], [0.05561, -2.09100, 2.32320], [-0.21560, 0.03685, 1.94521], [-2.32302, -0.29808, 0.72717], [-3.89594, -1.90411, 1.04815], [-3.87040, -3.70463, 2.60775], [-1.75426, -4.76459, 3.53302], [0.46517, -4.08316, 2.80346], [1.12947, -1.93841, 2.51046]],
  "nbo_charge": [-0.679, 0.203, -0.160, -0.213, -0.059, 0.792, -0.131, -0.231, -0.208, 0.026, -0.687, 0.483, -0.745, 0.247, -0.629, -0.628, 0.267, -0.649, -0.638, -0.730, -0.088, -0.213, 0.249, 0.269, 0.269, 0.238, 0.222, 0.242, 0.256, 0.254, 0.282, 0.267, 0.229, 0.228, 0.197, 0.200, 0.211, 0.235, 0.231, 0.234, 0.198, 0.222, 0.227, 0.232, 0.256, 0.245, -0.418, 0.473, 0.053, 0.536, -0.421, 0.519, -0.419, 0.017, -0.223, -0.060, -0.287, -0.360, 0.022, -0.257, 0.255, 0.235, 0.249, 0.281, 0.296, 0.237, 0.245]
}